(1)
{"formula": "C42H44KN3O3P2S3", "method": "the ωB97M-V functional and the def2-TZVPD basis", "symbols": ["K", "C", "N", "C", "C", "N", "C", "C", "C", "C", "C", "C", "C", "S", "C", "C", "C", "C", "C", "C", "S", "H", "H", "H", "H", "H", "H", "H", "H", "H", "H", "H", "H", "H", "H", "H", "H", "H", "H", "C", "N", "P", "C", "C", "C", "C", "C", "C", "C", "C", "C", "C", "C", "C", "P", "C", "C", "C", "C", "C", "C", "C", "C", "C", "C", "C", "C", "H", "H", "H", "H", "H", "H", "H", "H", "H", "H", "H", "H", "H", "H", "H", "H", "H", "H", "H", "H", "H", "H", "H", "C", "S", "O", "O", "O", "H", "H", "H"], "positions_angstrom": [[0.066, -2.860, -2.074], [-2.702, -0.040, -1.497], [-2.567, -1.514, -1.585], [-2.771, -2.167, -0.250], [-1.588, -2.045, 0.655], [-1.850, -1.261, 1.861], [-2.867, -1.951, 2.689], [-0.598, -0.902, 2.523], [-0.044, -2.134, 3.334], [0.647, -3.155, 2.938], [1.430, -3.380, 1.734], [1.833, -2.417, 0.890], [1.752, -0.012, 1.992], [2.239, 2.492, -0.575], [-3.385, -2.079, -2.617], [-4.615, -2.673, -2.291], [-5.438, -3.246, -3.244], [-5.083, -3.167, -4.595], [-3.830, -2.567, -4.864], [-2.963, -2.009, -3.921], [-1.497, -1.262, -4.403], [-3.681, 0.211, -1.175], [-2.664, 0.404, -2.477], [-1.885, 0.202, -0.855], [-3.078, -3.165, -0.452], [-3.667, -1.802, 0.233], [-0.810, -1.466, 0.170], [-1.094, -3.005, 0.817], [-2.933, -3.072, 2.413], [-3.825, -1.455, 2.523], [-2.673, -1.773, 3.784], [-0.233, -2.151, 4.376], [0.664, -3.971, 3.638], [1.628, -4.431, 1.436], [2.334, -2.886, 0.071], [-4.908, -2.712, -1.223], [-6.329, -3.876, -3.025], [-5.610, -3.675, -5.380], [-3.546, -2.474, -5.883], [1.059, 0.978, -2.406], [1.962, 1.047, -1.274], [2.631, -0.458, -0.766], [4.228, -0.094, -0.009], [4.651, -0.744, 1.102], [5.918, -0.447, 1.577], [6.718, 0.486, 1.034], [6.344, 1.157, -0.145], [5.074, 0.846, -0.589], [1.727, -0.978, 0.867], [0.434, -0.246, 1.494], [-0.784, 0.306, 3.500], [0.155, 0.978, 4.137], [1.543, 0.850, 4.227], [2.266, 0.333, 3.204], [0.348, 3.042, 0.167], [0.941, 4.065, 1.581], [1.896, 3.500, 2.503], [2.112, 4.147, 3.703], [1.317, 5.257, 4.130], [0.366, 5.715, 3.256], [0.188, 5.175, 2.008], [-0.017, 4.230, -1.091], [0.606, 5.482, -1.165], [0.374, 6.322, -2.205], [-0.560, 5.967, -3.170], [-1.179, 4.754, -3.160], [-0.960, 3.881, -2.078], [1.208, -0.001, -2.892], [1.284, 1.779, -3.147], [-0.020, 1.082, -2.054], [3.982, -1.421, 1.662], [6.192, -0.925, 2.563], [7.623, 0.586, 1.486], [7.073, 1.905, -0.439], [4.669, 1.382, -1.432], [0.059, 0.514, 0.812], [-1.800, 0.642, 3.531], [-0.297, 1.699, 4.816], [1.998, 1.142, 5.123], [3.483, 0.181, 3.382], [2.490, 2.617, 2.249], [2.866, 3.740, 4.439], [1.469, 5.686, 5.134], [-0.237, 6.593, 3.579], [-0.634, 5.510, 1.447], [1.351, 5.795, -0.413], [0.822, 7.308, -2.150], [-0.772, 6.649, -4.012], [-1.831, 4.443, -3.977], [-1.572, 2.943, -2.041], [-2.151, -5.624, -3.643], [-0.993, -5.882, -2.363], [0.309, -5.489, -2.853], [-1.200, -7.261, -1.978], [-1.499, -4.968, -1.344], [-1.954, -6.233, -4.596], [-2.034, -4.607, -3.885], [-3.095, -5.893, -3.129]], "forces_ev_per_a": [[-0.2, 0.0, -0.1], [0.4, -1.9, -0.8], [-0.4, -0.6, 0.5], [-0.7, 0.8, -1.3], [0.8, 0.8, 0.0], [-0.4, -0.7, 0.0], [0.4, -0.2, 0.5], [1.4, 1.0, 1.2], [-0.9, 3.1, -0.9], [1.6, -2.1, -0.9], [-0.8, -0.3, -0.2], [-0.1, -1.5, 0.6], [0.0, -0.4, -0.3], [0.6, 1.4, 0.5], [-0.9, 0.0, 1.9], [-0.1, -0.1, 0.8], [-1.0, -0.9, -0.8], [2.3, 0.6, 1.1], [-1.7, -0.4, -0.4], [-0.4, -0.1, -1.0], [1.0, 0.4, -0.4], [-1.0, 0.4, 1.2], [0.8, 0.0, -0.5], [0.2, 1.2, 0.6], [0.6, -1.1, -0.2], [-0.3, 0.8, 0.4], [0.0, 0.1, -0.6], [-0.3, -0.4, 0.5], [0.1, 1.6, 0.8], [-0.2, -0.4, -0.2], [0.1, -0.5, -1.0], [-1.0, 0.2, 0.9], [0.4, -0.4, 0.5], [-0.1, 0.8, 0.3], [0.6, 0.1, -0.9], [0.1, 0.0, -0.9], [0.6, 0.8, 0.4], [-0.4, 0.0, -0.2], [0.4, 0.0, -0.8], [-0.9, 0.2, -0.3], [0.6, -1.7, -0.3], [-1.6, -0.6, 0.7], [-0.2, 1.0, -0.8], [-0.1, -0.9, 1.2], [-0.9, -1.8, 2.8], [-1.1, 0.1, -2.1], [0.2, -0.7, 2.0], [0.2, 1.0, -1.4], [0.3, 1.3, -0.8], [0.4, -0.5, 0.1], [-1.4, -2.4, -2.5], [-0.4, 0.9, 1.9], [-0.2, 0.0, -0.1], [4.3, -1.7, -0.1], [0.3, -0.7, 1.2], [0.1, -0.7, 1.3], [-0.4, 1.1, -1.1], [0.1, 0.4, 1.9], [1.4, -1.4, -0.2], [-0.5, 1.8, 1.0], [0.8, -1.5, 0.1], [-1.2, 0.9, -0.9], [1.0, -0.6, 0.8], [-0.7, 0.9, 0.0], [0.4, 1.3, -1.5], [-0.4, -1.2, 0.6], [-0.2, -0.1, -0.1], [-0.4, 0.4, 0.1], [-0.2, -0.4, 0.5], [1.2, -0.2, -0.7], [0.6, 0.4, -0.4], [0.0, 0.5, -1.2], [2.7, 0.8, 1.0], [-0.7, 0.1, -0.9], [0.0, 0.1, -0.4], [-0.7, -0.2, 0.1], [-0.5, 0.2, 0.2], [0.2, 0.3, 0.1], [0.8, 0.7, 1.0], [-3.1, 0.4, -0.5], [-0.4, 0.3, 0.0], [-0.9, 0.4, -1.0], [-0.1, -0.2, -0.7], [0.2, -0.7, -0.4], [-0.8, 0.5, -1.0], [-0.5, -0.4, -0.3], [0.0, 0.0, -0.4], [0.2, -0.3, 0.5], [0.0, 0.2, 0.3], [0.9, 0.8, 0.2], [-0.2, -1.9, -1.2], [-1.6, -0.8, 0.5], [1.3, 0.1, -0.3], [0.8, -0.8, 0.1], [0.3, 0.9, 0.7], [-0.3, 0.6, 1.6], [-0.5, 1.4, -0.4], [0.3, 0.4, -0.8]], "gap_ev": [4.826, 4.827], "largest_force_ha_per_bohr": 0.0895, "lumo_energy_ev": [3.92, 3.92], "total_charge": -2, "relative_energy_kcal_mol": 19.7, "e_homo_ev": [-0.902, -0.903]}

***

(2)
{"formula": "C3H5ClO", "method": "the ωB97M-V functional and the def2-TZVPD basis", "symbols": ["O", "C", "C", "C", "Cl", "H", "H", "H", "H", "H"], "positions_angstrom": [[-1.928, -0.390, -0.597], [-0.857, -0.719, -0.881], [0.443, -0.192, -0.277], [0.241, 0.707, 0.905], [1.553, 1.823, 1.362], [-0.553, -1.664, -1.594], [0.917, 0.253, -1.221], [0.964, -1.174, -0.328], [-0.097, 0.144, 1.921], [-0.683, 1.212, 0.710]], "forces_ev_per_a": [[-3.6, 0.9, 0.5], [4.3, -2.5, -1.0], [0.4, -1.0, -2.8], [-1.0, -1.8, 2.8], [-0.2, -0.2, -0.4], [-1.1, 1.8, 0.8], [-0.4, 0.2, 1.4], [0.5, 0.7, 1.4], [1.2, 0.8, -2.5], [-0.2, 1.0, -0.3]], "gap_ev": 10.964, "largest_force_ha_per_bohr": 0.0990, "smiles": "O=CCCCl", "lumo_energy_ev": 0.90, "relative_energy_kcal_mol": 25.5, "e_homo_ev": -10.066}

***

(3)
{"formula": "C22H22N2O7S", "method": "the ωB97M-V functional and the def2-TZVPD basis", "symbols": ["C", "C", "N", "C", "C", "S", "O", "O", "C", "C", "C", "C", "C", "N", "C", "O", "C", "O", "C", "O", "C", "C", "C", "O", "C", "C", "C", "C", "C", "C", "O", "C", "H", "H", "H", "H", "H", "H", "H", "H", "H", "H", "H", "H", "H", "H", "H", "H", "H", "H", "H", "H", "H", "H"], "positions_angstrom": [[6.557, -0.643, -3.933], [5.074, -0.602, -3.582], [4.788, -1.418, -2.422], [3.944, -2.582, -2.558], [4.661, -3.715, -3.287], [4.826, -0.613, -0.981], [4.533, -1.548, 0.064], [6.051, 0.129, -0.915], [3.478, 0.579, -1.080], [3.749, 1.932, -1.054], [2.694, 2.829, -1.129], [1.396, 2.366, -1.245], [1.135, 0.996, -1.288], [-0.196, 0.589, -1.417], [-0.655, -0.650, -1.714], [0.019, -1.618, -1.972], [-2.197, -0.717, -1.740], [-2.791, -0.498, -0.463], [-3.004, 0.749, -0.071], [-2.663, 1.733, -0.689], [-3.724, 0.814, 1.233], [-4.061, 2.001, 1.779], [-4.776, 2.078, 3.053], [-5.106, 3.124, 3.576], [-5.051, 0.751, 3.633], [-5.721, 0.631, 4.854], [-5.976, -0.608, 5.395], [-5.566, -1.758, 4.724], [-4.905, -1.667, 3.519], [-4.645, -0.412, 2.968], [-3.991, -0.382, 1.776], [2.191, 0.095, -1.192], [6.759, -0.003, -4.788], [6.864, -1.659, -4.167], [7.129, -0.294, -3.078], [4.783, 0.433, -3.364], [4.467, -0.954, -4.421], [3.010, -2.330, -3.081], [3.708, -2.895, -1.541], [4.026, -4.597, -3.302], [5.588, -3.954, -2.774], [4.890, -3.434, -4.312], [4.773, 2.256, -0.965], [2.883, 3.891, -1.097], [0.573, 3.064, -1.301], [-0.887, 1.329, -1.312], [-2.580, 0.020, -2.456], [-2.492, -1.726, -2.031], [-3.806, 2.915, 1.268], [-6.024, 1.542, 5.348], [-6.493, -0.692, 6.338], [-5.766, -2.729, 5.150], [-4.578, -2.545, 2.984], [2.015, -0.967, -1.192]], "forces_ev_per_a": [[-0.2, 0.1, 0.0], [0.5, 0.3, -0.3], [0.1, 0.5, 1.0], [-0.3, -0.6, 0.1], [-0.1, 0.3, 0.2], [-0.1, -0.1, 0.0], [-0.3, -0.1, -0.1], [-0.2, 0.2, -0.3], [0.5, -0.1, 0.1], [0.2, 0.0, 0.0], [-0.1, -0.1, 0.0], [0.0, -0.1, 0.0], [0.5, -0.1, 0.0], [-0.1, 0.5, 0.1], [-0.7, 0.1, 0.0], [0.2, -0.3, -0.1], [0.2, -0.1, -0.6], [-0.1, -0.1, 0.4], [0.1, 0.2, -0.3], [-0.2, -0.1, 0.2], [-0.2, 0.8, 0.4], [0.2, -0.4, -0.3], [0.0, -0.1, 0.0], [0.0, -0.1, -0.1], [0.1, -0.2, -0.1], [0.0, -0.1, -0.1], [0.0, 0.1, 0.1], [0.1, 0.0, -0.2], [0.1, 0.1, -0.2], [-0.4, 0.2, 0.7], [0.1, -0.2, -0.2], [-0.2, -0.2, 0.0], [0.1, 0.1, -0.1], [0.1, -0.1, 0.0], [0.1, 0.0, 0.0], [-0.1, 0.0, -0.2], [-0.1, 0.0, 0.1], [0.0, 0.0, 0.1], [-0.2, -0.1, -0.2], [-0.1, -0.1, -0.1], [0.1, -0.1, 0.0], [0.1, 0.0, -0.1], [0.1, 0.1, 0.0], [0.0, 0.1, 0.0], [-0.1, 0.1, 0.0], [0.1, -0.3, 0.0], [0.0, -0.1, 0.1], [0.1, 0.2, 0.1], [0.1, 0.0, -0.1], [0.0, 0.1, 0.0], [0.0, 0.0, 0.1], [0.0, -0.1, 0.0], [0.0, -0.1, -0.1], [-0.1, -0.1, 0.0]], "gap_ev": 8.194, "largest_force_ha_per_bohr": 0.0223, "smiles": "CCN(CC)S(=O)(=O)c1cccc(NC(=O)COC(=O)c2cc(=O)c3ccccc3o2)c1", "lumo_energy_ev": -0.90, "relative_energy_kcal_mol": 0.0, "e_homo_ev": -9.098}

***

| no. | molar mass (g/mol) |
| --- | --- |
| 1 | 836.1 |
| 2 | 92.5 |
| 3 | 458.5 |